This record from OMol25 describes 2 unconnected molecules or ions with the total composition C4H11N2 at a distorted geometry. The level of theory is the ωB97M-V functional and the def2-TZVPD basis.

Values from the calculation:
frontier orbital gap: 10.2 eV
energy relative to the best compared isomer or geometry (same formula, charge and spin): 4.6693 eV
HOMO level: -13.7 eV
total charge: +1
calculated total energy: -7296.27874 eV

Geometry (Å):
C -2.113 0.013 0.671
C -2.226 -1.142 -0.012
C 0.885 0.763 -1.592
C 1.315 -0.587 0.301
N 2.059 -0.394 1.333
N 0.550 0.508 -0.174
H -2.435 0.897 0.135
H -1.464 0.071 1.537
H -2.749 -1.330 -0.870
H 0.032 1.288 -2.066
H 1.761 1.410 -1.537
H 1.120 -0.136 -2.094
H -1.779 -2.050 0.397
H 2.158 0.448 1.780
H 2.535 -1.245 1.770
H 0.844 1.330 0.473
H -0.491 0.157 -0.051